Record 1
DFT (ωB97M-V/def2-TZVPD) results for the molecule C2H6N2S in a non-equilibrium geometry.

Geometry as XYZ:
```
11
Properties=species:S:1:pos:R:3:forces:R:3:lowdin_charge:R:1
C 0.298 -0.673 -1.423 -0.1 -2.3 -2.8 -0.179
C 0.388 -0.010 -0.107 3.4 -2.2 -0.9 -0.868
H 0.430 -1.834 -1.437 -0.2 1.9 0.9 0.115
H -0.588 -0.587 -2.112 0.4 0.6 1.0 0.081
H 1.191 -0.403 -1.993 -0.3 0.3 -0.1 0.050
H -1.637 0.738 -0.089 3.4 -1.9 1.2 0.235
H 0.159 1.536 1.979 -2.1 -2.2 -1.4 0.113
H -0.799 0.026 2.481 0.6 3.4 -2.8 0.181
N -0.707 0.360 0.467 -4.0 2.4 -1.8 -0.187
N -0.718 0.913 1.683 0.8 -0.6 6.6 -0.088
S 1.983 -0.067 0.550 -2.0 0.6 0.0 0.547
```
Forces are in eV/Å.

Computed properties:
- Net charge: 0
- SMILES: CC(=S)NN
- HOMO energy: -8.231 eV
- Kohn-Sham gap: 8.84 eV



Record 2
DFT (ωB97M-V/def2-TZVPD) results for the molecule C2H6N2S2 in a non-equilibrium geometry.

Geometry as XYZ:
```
12
Properties=species:S:1:pos:R:3:forces:R:3:lowdin_charge:R:1
C -1.189 -0.958 -0.976 0.2 -1.3 0.8 -0.039
C -0.073 -0.507 -0.089 0.8 0.7 0.4 -0.592
H -1.193 -0.404 -1.893 -0.2 0.5 -0.4 0.071
H -1.006 -2.017 -1.206 -0.3 0.3 0.1 0.085
H -2.142 -0.841 -0.429 0.2 -0.1 -0.4 0.088
H -1.150 1.125 0.649 0.1 -0.1 -0.4 0.075
H 1.330 2.542 0.771 0.0 -0.2 -0.2 -0.146
H 1.800 0.303 1.728 0.0 0.0 0.0 -0.182
N -0.216 0.849 0.371 -0.2 -0.9 0.7 -0.458
N 0.924 -1.259 0.175 -0.4 0.4 0.0 -0.343
S 0.710 2.046 -0.328 0.4 0.7 -0.1 0.731
S 2.205 -0.880 1.227 -0.6 0.0 -0.5 0.710
```
Forces are in eV/Å.

Computed properties:
- Net charge: 0
- SMILES: C/C(=N/S)NS
- HOMO energy: -8.678 eV
- Kohn-Sham gap: 9.34 eV



Record 3
DFT (ωB97M-V/def2-TZVPD) results for the ion C2H6N3 with charge +1 in a non-equilibrium geometry.

Geometry as XYZ:
```
11
Properties=species:S:1:pos:R:3:forces:R:3:lowdin_charge:R:1
C 0.760 -0.113 0.001 2.5 3.4 1.3 -0.552
C -1.651 0.093 -0.133 0.9 0.4 -0.8 0.025
N -0.387 -0.609 -0.376 -1.9 -3.5 2.6 0.117
N 0.464 -1.107 0.824 -2.7 -0.6 0.3 0.332
N 1.792 0.457 -0.494 4.1 1.6 -2.1 0.192
H -1.737 0.473 0.953 0.2 -0.2 -2.0 0.144
H -1.434 0.799 -1.031 -1.6 -0.3 1.9 0.156
H -2.372 -0.665 -0.379 -1.0 0.2 -0.1 0.095
H 0.201 -0.882 1.835 -0.2 -0.9 -0.9 0.195
H 1.629 1.271 -1.089 0.6 -0.3 0.5 0.141
H 2.734 0.282 -0.113 -0.9 0.2 -0.6 0.154
```
Forces are in eV/Å.

Computed properties:
- Net charge: +1
- 2S+1: 3
- HOMO energy (alpha / beta): -11.352 / -16.170 eV
- Kohn-Sham gap (alpha / beta): 7.34 / 7.33 eV



Energy relative to the best compared isomer or geometry (same formula, charge and spin) for the records above, in order: 58.1; 24.6; 99.9 kcal/mol
Total energy for the records above, in order: -587.411492; -985.644280; -243.536697 hartree